Below is C31H39N5O2P2Pb as an isolated structure, with properties calculated with ωB97M-V/def2-TZVPD.

- Maximum force: 4.55 eV Å⁻¹
- LUMO energy (spin up / spin down): -6.25 / -6.25 eV
- Charge: +2
- Energy relative to the best compared isomer or geometry (same formula, charge and spin): 9.63 kcal/mol
- Electronic energy: -2503.7545 hartree

Atoms and positions in Å:
Pb  -0.24208  2.78613  -1.30866
C  -1.51232  2.30485  -3.54636
C  -1.61284  0.94076  -3.39089
C  -0.69818  -0.01310  -4.04625
C  0.80597  0.36776  -4.01301
C  1.29235  1.31452  -2.96811
C  1.34915  2.68817  -3.03931
C  0.62276  3.59496  -4.01740
C  -0.62744  2.89917  -4.61643
C  0.63659  2.89793  1.32935
H  -2.34165  2.95895  -3.25153
H  -2.46112  0.48543  -2.88039
H  -1.05860  -0.15707  -5.08098
H  -0.81832  -1.01491  -3.60394
H  1.34730  -0.59653  -3.88472
H  1.08001  0.71911  -5.02068
H  2.02616  0.82346  -2.30446
H  2.24967  3.10581  -2.54030
H  1.29962  3.93372  -4.82296
H  0.29365  4.54569  -3.55362
H  -1.22912  3.62858  -5.17684
H  -0.29751  2.15106  -5.34742
H  -0.25991  3.39598  1.68666
H  1.51544  3.51843  1.56761
H  0.72002  1.90104  1.78127
P  1.93552  -0.42387  1.05290
P  -1.55662  -1.34975  1.17499
N  3.21385  0.44021  0.06688
N  2.90684  -1.72493  1.49780
N  -2.28583  -0.04688  0.52608
N  -2.91551  -2.37407  1.41025
C  0.97379  -1.21947  -0.27375
C  -0.25781  -2.07564  0.19896
C  3.53118  1.79065  0.24080
C  4.34756  2.19371  -0.79931
C  4.60510  1.03796  -1.60514
C  3.91095  -0.02760  -1.05680
C  3.89998  -1.52083  2.47223
C  4.64103  -2.67962  2.56403
C  4.11303  -3.61942  1.62099
C  3.06028  -3.00536  0.96374
C  -3.27490  0.73908  1.12728
C  -3.43096  1.86634  0.38619
C  -2.64712  1.72662  -0.80270
C  -1.83925  0.57847  -0.64300
C  -4.05455  -2.31473  0.57174
C  -5.02197  -3.16240  1.06972
C  -4.48097  -3.80796  2.21771
C  -3.19387  -3.33833  2.40338
H  1.63338  -1.89146  -0.83878
H  0.67889  -0.42434  -0.98398
H  -0.75009  -2.46942  -0.71944
H  0.07541  -2.99524  0.73351
H  3.21098  2.31568  1.12704
H  4.71697  3.20097  -0.96691
H  5.24620  1.00924  -2.48256
H  3.90619  -1.07283  -1.32985
H  3.94787  -0.56583  2.98578
H  5.47028  -2.83147  3.23483
H  4.45258  -4.62693  1.43910
H  2.41070  -3.37366  0.17149
H  -3.86690  0.35568  1.94626
H  -4.06943  2.71994  0.58385
H  -2.98212  2.21590  -1.70375
H  -1.27254  -0.06624  -1.30294
H  -4.07010  -1.67514  -0.29777
H  -6.00242  -3.30337  0.65115
H  -5.00563  -4.53783  2.82143
H  -2.44853  -3.63478  3.12755
O  -1.62897  1.52241  2.78025
C  -1.63494  0.44810  3.35116
C  -1.72832  0.22960  4.83068
C  -0.97956  -1.07347  5.05742
C  -0.60157  -1.60021  3.68375
O  0.24724  -2.41018  3.36405
N  -1.36173  -0.84967  2.75073
H  -1.30502  1.09954  5.35309
H  -2.80138  0.15714  5.09995
H  -0.08253  -0.93567  5.67760
H  -1.66424  -1.79850  5.51971

Below is C31H39N5O2P2Ru as an isolated structure, with properties calculated with ωB97M-V/def2-TZVPD.

- Maximum force: 5.79 eV Å⁻¹
- LUMO energy (spin up / spin down): -7.62 / -9.47 eV
- ⟨S²⟩: 6.050
- Charge: +2
- Energy relative to the best compared isomer or geometry (same formula, charge and spin): 30.20 kcal/mol
- Spin multiplicity: 5
- Electronic energy: -2405.6082 hartree

Atoms and positions in Å:
Ru  -0.23156  -2.13356  2.33646
C  -1.30615  2.63857  3.43759
C  -1.46742  1.69875  2.50290
C  -0.72739  1.57174  1.19044
C  0.37439  0.51476  1.13755
C  1.59522  0.77911  1.95681
C  1.70523  1.55328  3.05660
C  1.22831  2.94877  3.07712
C  -0.04404  3.32961  3.85620
C  1.65783  -2.45045  2.93928
H  -2.15617  3.00861  4.01660
H  -2.12386  0.82430  2.70796
H  -0.27530  2.52264  0.89412
H  -1.46188  1.30026  0.41274
H  -0.03358  -0.57605  1.17486
H  0.77101  0.51962  0.10158
H  2.43755  0.18197  1.63494
H  2.07795  1.11891  3.99000
H  1.10947  3.23813  2.02837
H  2.05570  3.52876  3.51664
H  0.11467  3.10787  4.92692
H  -0.08629  4.43229  3.71864
H  2.14400  -1.69169  3.57777
H  2.31216  -2.69659  2.08376
H  1.51661  -3.38629  3.54274
P  1.58849  -1.09252  -1.32101
P  -2.10354  -0.30702  -1.47424
N  2.95458  0.02466  -1.85055
N  2.05645  -2.30756  -2.55160
N  -2.02792  1.41243  -2.23785
N  -3.47090  -0.88163  -2.48308
C  0.47380  -0.25775  -2.50931
C  -0.86853  -0.99176  -2.65536
C  4.16013  0.04888  -1.15187
C  5.03898  0.90525  -1.81649
C  4.36095  1.40569  -2.96648
C  3.10052  0.82212  -2.98356
C  2.60319  -3.53699  -2.16578
C  3.02700  -4.20418  -3.31559
C  2.72755  -3.36010  -4.44080
C  2.19473  -2.18181  -3.94205
C  -2.75716  2.51518  -1.75072
C  -2.61803  3.56718  -2.65852
C  -1.68768  3.16137  -3.64289
C  -1.37883  1.83757  -3.39562
C  -4.21222  -0.30007  -3.52412
C  -5.17883  -1.20604  -3.93642
C  -4.96810  -2.42072  -3.19261
C  -3.89724  -2.21393  -2.35147
H  0.85196  -0.20154  -3.55081
H  0.36272  0.79724  -2.18561
H  -1.23230  -0.90181  -3.69864
H  -0.78201  -2.07088  -2.44724
H  4.28165  -0.55094  -0.26944
H  6.04599  1.12455  -1.53199
H  4.72657  2.09406  -3.70889
H  2.33071  0.91307  -3.73264
H  2.65878  -3.80453  -1.11665
H  3.51751  -5.16130  -3.36867
H  2.88758  -3.56044  -5.49354
H  1.93219  -1.27167  -4.48093
H  -3.28112  2.46033  -0.82101
H  -3.14682  4.49829  -2.64104
H  -1.27168  3.72938  -4.45588
H  -0.71253  1.19586  -3.92759
H  -3.97102  0.69335  -3.88173
H  -5.95531  -1.03202  -4.66668
H  -5.54657  -3.33148  -3.26333
H  -3.38418  -2.87043  -1.66122
O  1.51513  -0.19336  5.36912
C  0.33073  -0.46910  5.26205
C  -0.71201  -0.24776  6.33399
C  -1.86257  -1.09268  5.90262
C  -1.49990  -1.54520  4.52633
O  -2.10226  -2.27705  3.68761
N  -0.27863  -1.08136  4.16461
H  -0.28268  -0.53144  7.29560
H  -0.95776  0.81497  6.38282
H  -1.98737  -1.93256  6.58498
H  -2.77864  -0.51512  5.89313

Below is C31H40AsBN10PtS as an isolated structure, with properties calculated with ωB97M-V/def2-TZVPD.

- Maximum force: 1.08 eV Å⁻¹
- LUMO energy (spin up / spin down): -7.65 / -11.35 eV
- ⟨S²⟩: 8.808
- Charge: +3
- Spin multiplicity: 6
- Electronic energy: -4530.0088 hartree

Atoms and positions in Å:
Pt  -0.91201  -0.14114  -1.11565
C  -0.91959  2.80835  -3.14216
C  -0.07686  2.81896  -1.90817
C  0.75979  3.83149  -1.41358
C  1.38316  3.28431  -0.31387
N  0.92498  2.03074  -0.14035
N  0.03461  1.75234  -1.11308
B  1.58489  0.89053  0.70817
N  2.09567  -0.21780  -0.28164
C  3.29795  -0.79865  -0.43979
C  3.26096  -1.60336  -1.55703
C  1.95622  -1.47875  -2.05164
C  1.36577  -2.04765  -3.30054
N  1.26555  -0.64745  -1.26180
N  0.50634  0.20301  1.58889
C  0.46931  -0.05926  2.90222
C  -0.68234  -0.76938  3.17686
C  -1.32204  -0.92370  1.94739
C  -2.62798  -1.59246  1.66366
N  -0.58849  -0.33121  0.99431
N  2.65462  1.52848  1.53314
C  3.93466  1.86058  1.20871
C  4.39820  2.73280  2.15087
C  3.31655  2.92389  3.03466
C  3.27126  3.79362  4.25488
N  2.26304  2.22308  2.65982
H  -1.55554  3.69286  -3.20858
H  -1.54572  1.91655  -3.18615
H  -0.28590  2.81549  -4.02948
H  0.90840  4.81532  -1.82707
H  2.12276  3.70200  0.35209
H  4.10472  -0.60780  0.24746
H  4.07452  -2.17414  -1.97313
H  1.72933  -3.05855  -3.48387
H  1.65659  -1.45112  -4.16644
H  0.27588  -2.05648  -3.25308
H  1.25993  0.27833  3.55011
H  -1.00828  -1.13973  4.13412
H  -2.91637  -2.21836  2.50554
H  -2.57796  -2.21899  0.77223
H  -3.42334  -0.85746  1.51967
H  4.41912  1.48475  0.32319
H  5.38130  3.17007  2.21201
H  4.14560  3.62822  4.88200
H  2.38024  3.58507  4.84409
H  3.27343  4.84900  3.98062
C  -3.29002  2.75768  -0.55691
N  -3.05392  1.33752  -0.76060
C  -4.07173  0.58610  -0.93500
C  -3.88796  -0.79209  -1.34873
C  -4.91375  -1.76486  -1.59035
C  -4.28522  -2.85302  -2.09013
C  -2.86622  -2.51164  -2.14095
N  -2.63697  -1.29359  -1.69302
C  -2.53387  3.38578  0.55800
C  -1.60426  2.67922  1.35372
C  -0.89217  3.34473  2.30392
C  -1.11877  4.75009  2.50756
C  -2.08709  5.45890  1.75281
C  -2.77058  4.79938  0.78544
H  -4.35476  3.01540  -0.46983
H  -2.94186  3.26919  -1.46690
H  -5.09756  0.94743  -0.83959
H  -5.96984  -1.62580  -1.41815
H  -4.72402  -3.78551  -2.40884
H  -2.06303  -3.12024  -2.53129
H  -1.45937  1.62221  1.18768
H  -0.13876  2.83098  2.89100
H  -0.52997  5.27659  3.24911
H  -2.25672  6.51086  1.93756
H  -3.49431  5.32055  0.16954
C  3.05460  -5.12286  -0.80299
As  1.15562  -5.29713  -0.80271
C  0.58078  -5.93222  -2.50852
C  0.65564  -6.59014  0.51874
S  0.18940  -3.42446  -0.21731
H  3.47076  -6.12976  -0.84111
H  3.36576  -4.61982  0.10943
H  3.36825  -4.55498  -1.67444
H  1.12333  -6.85732  -2.70716
H  0.80911  -5.20108  -3.27816
H  -0.48687  -6.13717  -2.47743
H  1.13646  -7.52599  0.23298
H  -0.42463  -6.71246  0.52890
H  1.01155  -6.26693  1.49410